Entry from the Open Molecules 2025 dataset: a molecular structure, C70H64CaGe2N3O2S4 (the ωB97M-V functional and the def2-TZVPD basis).

HOMO: -3.566 eV
Kohn-Sham gap: 4.639 eV
E_tot: -9445.2972 hartree
ΔE to the lowest compared entry with this formula, charge and spin: 271.7 kJ/mol
2S+1: 1
maximum force: 1.4 eV Å⁻¹
charge: -1

Structure (XYZ):
```
146
Properties=species:S:1:pos:R:3:forces:R:3
Ge 0.650 -1.015 -0.447 -0.172 -0.202 -0.016
Ge -0.725 1.292 -1.781 0.030 0.047 0.029
Ca 0.347 2.187 3.742 0.305 -0.855 -1.002
S 0.980 -0.136 1.610 0.055 0.564 0.275
S 1.278 1.928 1.257 0.269 -0.275 -0.101
S -1.451 -0.928 -1.061 0.034 0.063 0.041
S 1.470 0.311 -1.955 0.081 0.092 -0.185
O 0.558 4.083 4.676 -0.342 0.793 0.436
O -0.870 5.405 5.810 0.005 0.043 -0.015
N -0.345 1.167 5.871 0.197 -0.226 0.214
N -1.666 3.317 3.162 -0.048 0.151 0.060
N 2.063 0.707 4.603 0.110 -0.335 0.231
C -4.474 0.048 -2.964 -0.013 0.035 -0.003
C 0.697 5.043 -1.719 -0.013 0.009 0.012
C -1.447 1.455 6.529 -0.095 0.018 -0.037
C 2.426 3.939 -2.933 -0.022 -0.008 -0.018
C 2.590 -3.242 -0.875 0.066 0.023 0.014
C 0.521 0.270 6.405 -0.088 0.026 -0.026
C 4.993 -0.605 -2.122 -0.006 -0.013 0.002
C -0.392 -3.432 1.473 0.069 0.109 0.020
C -3.459 1.620 0.487 -0.063 0.029 -0.001
C -2.337 2.493 -6.182 0.025 -0.012 0.044
C -1.977 -4.164 -0.360 0.042 -0.035 0.140
C -1.793 0.859 7.750 0.040 0.007 -0.069
C 2.438 -5.462 0.076 -0.014 0.035 -0.006
C 2.225 -3.445 -3.719 -0.055 -0.022 -0.048
C -2.574 3.095 2.164 0.045 -0.139 0.086
C -3.818 -2.370 -3.181 -0.007 0.006 -0.022
C -1.810 -3.024 -4.287 -0.011 0.004 -0.043
C -2.956 -3.379 -3.583 -0.034 0.010 -0.049
C 0.239 -0.407 7.598 0.079 -0.125 0.082
C 1.219 -2.970 3.368 0.014 -0.043 0.034
C -1.434 3.255 -5.451 -0.022 -0.051 -0.017
C -3.430 5.333 2.472 -0.030 0.024 0.002
C -2.753 -3.149 1.796 0.002 0.008 0.008
C -4.393 3.833 0.727 0.025 0.012 0.058
C 0.793 -3.783 0.629 -0.066 -0.011 0.030
C 1.150 -1.403 8.093 -0.094 0.074 -0.013
C 4.843 -0.704 -3.498 -0.019 -0.010 0.011
C 4.409 -1.204 0.237 0.002 -0.028 0.023
C 1.768 -0.003 5.713 0.004 0.040 0.049
C -2.662 1.222 -5.736 0.008 0.036 -0.024
C -3.483 4.099 1.779 -0.053 0.023 -0.065
C -1.238 1.481 -3.779 0.052 0.015 -0.049
C -3.563 -1.034 -3.477 -0.042 -0.015 -0.046
C 2.283 -1.690 7.424 0.055 0.023 -0.094
C -0.270 4.454 -2.516 0.043 -0.030 -0.002
C -0.551 4.691 4.868 -0.060 0.105 -0.024
C -2.113 0.716 -4.557 -0.081 -0.077 0.007
C -3.237 -4.821 -3.259 0.011 -0.088 -0.043
C 3.804 -1.257 5.501 0.022 -0.015 -0.024
C -1.695 -3.575 0.996 -0.037 -0.003 -0.062
C 3.374 -2.341 -1.774 -0.030 0.015 0.069
C -0.952 -0.085 8.271 -0.037 0.005 0.025
C -0.168 -2.977 2.782 -0.007 -0.021 -0.021
C 0.125 3.554 -3.519 -0.044 -0.057 -0.016
C -1.623 4.477 3.774 -0.118 0.195 0.062
C -1.247 -2.569 3.550 -0.007 0.029 -0.006
C -2.569 1.848 1.498 -0.019 0.098 0.014
C -1.727 4.733 -2.272 -0.030 -0.027 0.009
C 2.623 -0.989 6.217 0.033 -0.075 0.129
C 1.422 -2.842 -0.210 -0.026 -0.148 -0.020
C 1.294 -5.075 0.754 0.025 0.009 0.016
C 4.074 -0.560 4.357 -0.044 0.039 -0.029
C 3.224 -2.473 -3.155 -0.016 0.028 -0.059
C 4.267 -1.406 -1.248 0.026 0.032 -0.004
C 3.071 5.361 -0.958 0.032 0.018 0.020
C 2.052 4.774 -1.895 -0.008 0.014 0.019
C -0.895 2.755 -4.271 0.027 0.117 -0.030
C 1.482 3.323 -3.754 0.035 0.010 0.040
C 3.166 0.425 3.939 -0.040 0.034 -0.068
C -1.531 -1.702 -4.605 -0.016 0.014 0.030
C 1.951 2.394 -4.845 0.019 -0.021 -0.013
C -3.695 -2.096 3.882 -0.043 0.017 0.026
C -0.256 -1.342 -5.318 0.025 0.023 -0.016
C -2.423 -0.702 -4.204 0.004 -0.006 -0.013
C 3.085 -4.538 -0.724 0.000 -0.014 0.007
C 3.958 -1.650 -3.999 0.007 0.003 0.011
C -4.382 2.619 0.102 0.022 -0.028 -0.003
C -2.548 -2.616 3.058 0.027 -0.025 -0.025
C -2.522 5.525 3.469 0.000 -0.046 -0.024
C 5.591 0.224 -4.416 0.012 0.022 -0.028
H 1.212 -2.479 4.342 0.006 0.007 0.007
H 2.093 1.380 -4.463 -0.025 -0.011 0.046
H 1.584 -3.992 3.503 -0.001 0.004 0.010
H 3.819 -1.734 -5.072 0.000 0.002 0.002
H 2.825 -6.469 0.178 0.005 0.000 0.000
H -0.418 -0.565 -6.066 -0.014 -0.033 -0.003
H 4.073 4.997 -1.190 -0.004 0.008 -0.015
H 3.604 -0.566 0.615 0.012 0.015 -0.014
H -4.123 6.120 2.194 -0.001 -0.004 -0.004
H 3.478 3.722 -3.089 -0.003 0.001 -0.012
H -1.188 -0.589 9.201 0.007 -0.004 -0.003
H 3.320 0.997 3.027 0.023 -0.015 0.003
H 0.174 -2.216 -5.809 0.020 -0.018 0.023
H 2.907 2.737 -5.245 0.004 -0.005 0.014
H -4.149 -4.921 -2.668 0.006 0.008 -0.004
H -2.273 3.802 -2.097 0.006 0.014 0.007
H -5.087 4.609 0.426 -0.001 0.006 -0.004
H 2.258 -3.442 -4.809 -0.004 0.003 -0.019
H -3.337 0.596 -6.311 0.003 0.005 -0.005
H 5.363 -0.722 0.463 -0.020 0.016 0.009
H -4.996 0.560 -3.776 0.010 -0.010 -0.008
H 1.212 -3.171 -3.410 -0.006 0.017 0.011
H -1.964 -3.390 -1.131 -0.011 -0.034 0.085
H -2.766 2.878 -7.101 0.000 0.009 0.004
H -5.217 -0.362 -2.278 -0.007 -0.007 -0.005
H 2.964 -2.451 7.784 -0.003 0.001 0.009
H 5.535 -0.114 -5.452 0.001 -0.006 0.005
H -1.823 1.099 1.744 -0.002 -0.009 -0.006
H -3.899 0.812 -2.432 0.009 -0.018 0.000
H -5.069 2.423 -0.712 0.001 -0.010 -0.006
H 5.671 0.136 -1.710 -0.001 -0.001 -0.009
H -2.455 6.444 4.032 0.009 0.002 0.004
H -1.232 -4.911 -0.636 0.011 -0.024 0.042
H 4.478 -2.027 5.857 -0.004 0.002 0.010
H 1.934 -2.453 2.727 -0.020 0.009 -0.019
H 5.167 1.230 -4.374 -0.014 -0.002 0.007
H -3.577 -1.029 4.087 0.019 -0.006 -0.016
H -2.102 2.189 6.071 0.007 0.005 0.010
H -4.699 -2.623 -2.598 0.003 0.001 -0.002
H 6.643 0.300 -4.137 -0.004 -0.004 0.004
H -2.420 -5.266 -2.687 -0.041 0.021 -0.073
H 0.895 -1.923 9.008 0.008 0.000 0.002
H -4.644 -2.228 3.363 0.005 -0.013 -0.001
H 4.356 -2.148 0.783 0.003 -0.008 -0.015
H 0.385 5.694 -0.908 0.012 0.003 -0.009
H 2.849 5.081 0.074 -0.014 -0.007 -0.008
H 2.400 -4.464 -3.368 0.013 0.025 -0.016
H 3.990 -4.809 -1.257 0.002 -0.005 0.009
H 1.235 2.338 -5.664 0.005 0.004 0.004
H -2.711 1.144 8.244 -0.002 -0.009 0.008
H -1.111 -3.797 -4.594 -0.010 -0.011 0.003
H 0.777 -5.772 1.404 0.001 -0.002 -0.004
H -3.764 -3.222 1.406 0.002 -0.001 -0.003
H -3.419 0.673 -0.038 -0.027 0.016 0.035
H -1.067 -2.187 4.552 -0.003 -0.006 0.002
H -3.360 -5.416 -4.167 -0.010 0.021 -0.022
H 4.956 -0.753 3.762 0.007 -0.013 0.013
H 3.085 6.452 -1.012 -0.009 -0.004 0.005
H -1.856 5.368 -1.394 0.007 0.012 -0.001
H -2.961 -4.638 -0.366 0.012 0.024 -0.001
H -2.187 5.228 -3.131 -0.004 -0.007 -0.010
H -1.135 4.239 -5.796 -0.005 -0.002 -0.009
H 0.473 -0.945 -4.604 0.009 -0.012 0.032
H -3.760 -2.608 4.845 0.011 -0.003 -0.005
```
Forces are in eV/Å.